{
  "formula": "C14H23AuFN3OSi",
  "method": "wB97M-V/def2-TZVPD",
  "elements": ["Au", "C", "Si", "C", "C", "N", "C", "C", "C", "C", "C", "C", "F", "H", "H", "H", "H", "H", "H", "H", "H", "H", "H", "H", "H", "H", "C", "C", "O", "H", "H", "H", "H", "H", "H", "N", "C", "C", "C", "N", "H", "H", "H", "H"],
  "coordinates": [[-0.299, -0.440, -0.253], [-1.579, -1.922, 2.756], [-0.062, -1.089, 3.420], [1.514, -1.966, 2.977], [-0.209, -0.924, 5.260], [0.051, 0.452, 2.459], [0.151, 1.676, 2.777], [0.029, 2.198, 4.159], [0.083, 3.521, 4.425], [0.242, 4.441, 3.356], [0.392, 4.047, 2.024], [0.381, 2.714, 1.742], [0.589, 2.316, 0.515], [-1.779, -2.808, 3.364], [-1.442, -2.245, 1.723], [-2.458, -1.275, 2.805], [1.823, -2.558, 3.841], [2.328, -1.281, 2.729], [1.360, -2.643, 2.136], [-0.304, -1.941, 5.648], [-1.098, -0.376, 5.580], [0.677, -0.482, 5.724], [-0.121, 1.478, 4.948], [-0.001, 3.883, 5.440], [0.256, 5.503, 3.579], [0.528, 4.767, 1.228], [4.026, -1.582, -0.384], [2.573, -1.788, -0.722], [1.809, -0.561, -0.456], [4.541, -2.542, -0.427], [4.140, -1.181, 0.623], [4.515, -0.912, -1.092], [2.116, -2.549, -0.096], [2.430, -2.065, -1.766], [2.155, 0.146, -1.014], [-3.122, -1.340, -0.830], [-4.416, -0.998, -0.772], [-4.485, 0.254, -0.203], [-3.160, 0.605, 0.052], [-2.337, -0.369, -0.331], [-2.718, -2.175, -1.223], [-5.190, -1.654, -1.136], [-5.370, 0.833, -0.007], [-2.769, 1.512, 0.481]],
  "forces_ev_per_angstrom": [[-0.095, -0.362, -0.561], [-0.053, 0.093, -0.150], [-0.204, -0.307, 0.139], [0.094, 0.117, -0.144], [0.030, 0.279, 0.012], [0.305, 0.063, -0.003], [-0.074, 0.327, 0.546], [0.050, -0.125, -0.279], [0.005, 0.121, -0.037], [0.010, -0.148, -0.031], [0.001, 0.151, -0.009], [-0.020, -0.174, 0.050], [-0.084, -0.030, 0.130], [-0.004, 0.015, 0.004], [-0.038, -0.013, 0.022], [-0.015, -0.052, 0.005], [0.027, -0.021, -0.037], [0.005, -0.045, 0.033], [0.025, 0.015, 0.009], [0.014, 0.008, 0.027], [0.009, -0.054, 0.037], [-0.034, -0.041, 0.048], [0.008, -0.034, -0.006], [-0.031, 0.058, -0.028], [0.011, -0.015, 0.002], [0.036, 0.022, 0.035], [0.002, 0.060, 0.016], [-0.004, -0.178, -0.033], [-0.084, 0.183, 0.128], [0.013, 0.017, -0.037], [0.004, -0.035, 0.006], [-0.006, 0.006, 0.015], [-0.044, 0.062, 0.037], [-0.052, 0.017, -0.011], [0.037, -0.022, -0.008], [-0.007, -0.081, -0.067], [-0.017, 0.028, 0.018], [0.056, 0.007, 0.021], [-0.092, 0.021, 0.015], [0.129, 0.104, 0.096], [0.018, 0.009, 0.009], [0.038, -0.021, -0.006], [0.011, -0.003, -0.009], [0.018, -0.024, -0.003]],
  "lowdin_charge": [0.87, -0.17, 0.47, -0.14, -0.18, 0.11, -0.24, 0.07, -0.01, 0.09, 0.05, -0.16, 0.13, 0.05, 0.00, 0.04, 0.05, 0.04, 0.03, 0.06, 0.05, 0.05, 0.09, 0.14, 0.15, 0.15, -0.06, -0.25, -0.26, 0.10, 0.08, 0.09, 0.10, 0.13, 0.11, 0.02, -0.04, -0.02, -0.13, -0.19, 0.16, 0.14, 0.12, 0.11],
  "spin_multiplicity": 1,
  "total_energy_ev": -35680.343,
  "largest_force_ha_per_bohr": 0.01312,
  "homo_energy_ev": -15.50,
  "de_lowest_kcal_mol": 3.4,
  "charge": 2
}



{
  "formula": "C31H61Cl3O14",
  "method": "wB97M-V/def2-TZVPD",
  "elements": ["C", "O", "C", "O", "O", "C", "H", "H", "H", "H", "H", "H", "C", "O", "C", "O", "O", "C", "H", "H", "H", "H", "H", "H", "Cl", "C", "Cl", "Cl", "H", "C", "C", "C", "O", "H", "H", "H", "H", "H", "H", "C", "C", "C", "O", "H", "H", "H", "H", "H", "H", "C", "C", "C", "O", "H", "H", "H", "H", "H", "H", "C", "C", "C", "O", "H", "H", "H", "H", "H", "H", "C", "C", "C", "O", "H", "H", "H", "H", "H", "H", "C", "C", "C", "O", "H", "H", "H", "H", "H", "H", "C", "C", "C", "O", "H", "H", "H", "H", "H", "H", "C", "C", "C", "O", "H", "H", "H", "H", "H", "H"],
  "coordinates": [[-8.545, -0.539, -2.152], [-7.452, 0.210, -2.596], [-7.105, 0.258, -3.937], [-7.687, -0.268, -4.898], [-6.085, 1.178, -4.065], [-5.356, 1.422, -5.277], [-9.520, -0.443, -2.629], [-8.717, -0.401, -1.085], [-8.327, -1.607, -2.136], [-4.764, 2.337, -5.246], [-5.994, 1.537, -6.153], [-4.756, 0.523, -5.423], [7.133, 1.480, 0.096], [8.272, 0.716, -0.064], [8.629, -0.275, 0.724], [8.092, -0.671, 1.722], [9.797, -0.786, 0.281], [10.622, -1.745, 0.962], [6.271, 0.997, -0.365], [7.245, 2.462, -0.363], [6.961, 1.769, 1.133], [11.502, -1.789, 0.321], [10.051, -2.670, 1.046], [10.840, -1.337, 1.949], [5.948, 0.932, 8.283], [5.825, -0.292, 6.976], [4.282, -1.085, 6.748], [7.044, -1.500, 7.367], [6.124, 0.217, 6.060], [3.575, 7.548, 4.239], [3.647, 6.038, 4.323], [2.486, 5.206, 3.815], [4.613, 5.446, 4.791], [2.676, 8.041, 4.609], [3.788, 7.725, 3.184], [4.383, 7.959, 4.843], [2.315, 5.510, 2.782], [1.639, 5.401, 4.474], [2.744, 4.162, 3.638], [-5.029, 3.731, 3.865], [-4.230, 2.495, 4.094], [-4.771, 1.138, 3.756], [-3.131, 2.566, 4.670], [-4.579, 4.701, 4.077], [-5.909, 3.547, 4.482], [-5.344, 3.744, 2.821], [-4.181, 0.547, 3.055], [-5.804, 1.128, 3.410], [-4.592, 0.699, 4.737], [-4.055, -5.647, 4.595], [-3.621, -5.733, 3.138], [-2.224, -6.329, 2.826], [-4.348, -5.286, 2.290], [-5.090, -5.303, 4.598], [-3.515, -4.857, 5.118], [-4.110, -6.579, 5.157], [-2.049, -7.234, 3.408], [-1.397, -5.685, 3.127], [-2.159, -6.653, 1.788], [-2.308, 6.363, -0.631], [-2.881, 7.763, -0.833], [-2.245, 8.596, -1.969], [-3.808, 8.196, -0.072], [-2.964, 5.934, 0.126], [-1.276, 6.422, -0.286], [-2.353, 5.895, -1.615], [-1.316, 9.089, -1.685], [-2.928, 9.404, -2.234], [-2.084, 7.951, -2.832], [2.554, -0.345, -5.655], [1.496, -0.015, -6.705], [1.858, 0.794, -7.946], [0.343, -0.448, -6.503], [2.779, -1.411, -5.629], [2.261, -0.022, -4.656], [3.516, 0.163, -5.715], [2.826, 0.490, -8.343], [2.109, 1.817, -7.668], [1.023, 0.710, -8.642], [-1.084, -0.362, -0.746], [-0.043, 0.368, 0.123], [0.350, -0.246, 1.446], [0.510, 1.390, -0.320], [-1.292, -1.264, -0.169], [-0.794, -0.537, -1.783], [-1.940, 0.298, -0.882], [0.521, -1.306, 1.262], [-0.440, -0.169, 2.193], [1.297, 0.115, 1.847], [-3.617, -5.934, -3.236], [-4.596, -4.916, -3.875], [-4.015, -3.901, -4.835], [-5.760, -4.966, -3.585], [-3.718, -6.969, -3.563], [-3.913, -5.899, -2.188], [-2.592, -5.586, -3.366], [-4.798, -3.754, -5.578], [-3.057, -4.232, -5.235], [-3.902, -2.979, -4.264], [4.675, -6.231, -0.754], [4.030, -5.157, 0.059], [4.381, -5.052, 1.550], [3.384, -4.239, -0.413], [5.100, -5.668, -1.586], [3.886, -6.796, -1.251], [5.332, -6.927, -0.233], [5.467, -4.960, 1.557], [4.130, -5.849, 2.250], [3.837, -4.270, 2.079]],
  "forces_ev_per_angstrom": [[-0.913, -2.029, 0.758], [1.265, 0.923, -1.977], [-1.286, 0.544, -2.054], [1.652, 0.955, 3.016], [-0.950, -0.355, 1.464], [-0.703, -1.322, -0.680], [0.371, 0.601, -0.582], [0.368, 0.947, -0.043], [0.268, -0.176, -0.642], [-0.055, -0.237, 0.850], [-0.381, -0.194, 0.167], [0.388, 0.325, -0.288], [-1.457, 1.044, 0.797], [1.701, -0.235, -1.275], [1.266, -1.162, 1.229], [-0.699, 0.179, 0.189], [-0.273, 1.176, -1.525], [-1.320, 0.851, 0.231], [-0.073, -0.074, 0.296], [0.526, -0.304, -0.553], [-0.228, -0.667, 0.240], [-0.108, -0.344, 0.305], [0.418, -0.174, 0.036], [0.231, -0.296, 0.047], [-0.738, -0.164, -0.406], [0.905, 0.343, 0.296], [-0.204, 0.410, 0.190], [0.268, -0.390, -0.247], [-0.229, -0.199, 0.150], [0.799, -0.326, 0.373], [0.577, -1.727, 1.156], [0.579, 0.579, -0.949], [-0.611, 1.140, -0.489], [-0.328, -0.408, -0.503], [-0.293, 0.602, -0.059], [0.185, -0.108, -0.202], [-0.721, 0.585, 0.026], [-0.243, -0.313, -0.350], [0.051, -0.042, 0.990], [-0.647, -0.330, -0.557], [3.294, 0.956, 0.829], [-0.067, -0.005, 0.320], [-1.755, -0.244, -1.035], [0.305, -0.472, 0.353], [-0.387, 0.465, -0.067], [-0.310, -0.025, -0.055], [0.268, 0.424, -0.060], [-0.009, -0.021, 0.346], [-0.684, -0.751, -0.094], [-0.966, 0.281, -0.097], [0.778, -0.107, 0.552], [-0.727, -0.540, 0.203], [0.224, -0.168, -0.409], [-0.047, 0.121, -0.240], [0.426, -0.319, 0.130], [0.744, -0.065, -0.084], [-0.277, -0.083, 0.260], [-0.193, 0.377, -0.254], [0.048, 0.513, -0.064], [-0.954, 1.223, 0.016], [-1.887, 1.616, 2.368], [-1.139, -0.033, 0.531], [3.352, -1.386, -3.042], [0.311, -0.520, -0.210], [0.010, -0.052, -0.075], [0.091, -0.488, 0.242], [0.134, -0.372, 0.227], [-0.077, -0.099, -0.054], [0.160, 0.095, 0.006], [0.648, 0.568, 0.321], [-1.981, -1.019, 0.893], [0.112, -0.422, 0.798], [2.618, 1.190, -0.843], [-0.312, -0.039, -0.049], [-0.724, -0.338, -0.030], [0.068, 0.111, -0.847], [-0.187, -0.578, -0.286], [-0.587, 0.260, 0.168], [0.327, 0.266, -0.105], [0.351, 0.445, 1.104], [1.409, 2.190, -2.028], [0.192, -0.473, -0.228], [-1.096, -1.934, 1.153], [-0.663, -0.190, -0.671], [0.639, -0.255, 0.287], [-0.286, -0.130, 0.513], [-0.202, -0.223, 0.045], [-0.067, 0.076, -0.029], [-0.263, 0.507, -0.160], [-0.404, 1.047, 0.218], [0.956, -1.373, 0.018], [-0.689, -0.314, 0.388], [-0.401, 0.325, -0.090], [-0.187, 0.199, -0.318], [0.338, -0.208, 0.163], [0.040, -0.227, 0.131], [0.335, 0.230, -0.247], [-0.179, 0.189, -0.118], [0.182, 0.153, -0.128], [-0.754, 0.118, -0.797], [-0.419, 1.322, 1.827], [-0.346, -0.426, 0.325], [0.208, -0.984, -0.417], [0.673, -0.329, 0.019], [-0.152, -0.196, 0.153], [0.093, 0.399, -0.066], [0.056, 0.353, 0.407], [0.182, -0.994, -0.712], [0.448, 0.757, -0.732]],
  "lowdin_charge": [-0.09, -0.02, -0.47, 0.10, -0.04, -0.04, 0.10, 0.09, 0.09, 0.09, 0.09, 0.09, -0.06, 0.01, -0.60, 0.13, -0.04, -0.02, 0.10, 0.09, 0.10, 0.10, 0.09, 0.10, 0.49, -1.55, 0.54, 0.50, 0.02, -0.02, -0.49, -0.03, 0.04, 0.08, 0.09, 0.08, 0.08, 0.09, 0.08, -0.03, -0.50, -0.02, 0.02, 0.09, 0.09, 0.09, 0.08, 0.08, 0.09, -0.03, -0.48, -0.02, 0.07, 0.07, 0.08, 0.08, 0.07, 0.08, 0.08, -0.03, -0.42, -0.03, 0.00, 0.08, 0.09, 0.08, 0.08, 0.08, 0.07, -0.03, -0.44, -0.02, 0.02, 0.08, 0.08, 0.07, 0.08, 0.08, 0.08, -0.02, -0.45, -0.03, 0.02, 0.07, 0.08, 0.08, 0.08, 0.09, 0.08, -0.02, -0.50, -0.02, 0.06, 0.08, 0.08, 0.07, 0.09, 0.08, 0.09, -0.02, -0.49, -0.03, 0.05, 0.09, 0.09, 0.08, 0.08, 0.07, 0.08],
  "spin_multiplicity": 1,
  "total_energy_ev": -99364.135,
  "largest_force_ha_per_bohr": 0.09206,
  "smiles": "COC(=O)OC.COC(=O)OC.ClC(Cl)Cl.CC(C)=O.CC(C)=O.CC(C)=O.CC(C)=O.CC(C)=O.CC(C)=O.CC(C)=O.CC(C)=O",
  "homo_energy_ev": -9.36
}



{
  "formula": "CH4IN3",
  "method": "wB97M-V/def2-TZVPD",
  "elements": ["H", "N", "N", "C", "N", "I", "H", "H", "H"],
  "coordinates": [[-2.565, 0.997, -0.070], [-1.529, 1.092, -0.101], [-1.001, 0.267, 0.611], [0.736, 0.300, 0.408], [1.116, -1.049, -0.141], [0.409, -1.269, -2.053], [1.028, 1.042, -0.278], [1.153, 0.422, 1.381], [0.653, -1.802, 0.243]],
  "forces_ev_per_angstrom": [[0.311, -0.175, 0.348], [-0.005, 0.570, -0.602], [2.916, -0.205, -0.082], [-3.164, -3.236, -0.029], [0.801, 3.540, -1.024], [0.103, 0.043, -0.506], [0.071, 1.038, -0.813], [0.142, 0.018, 0.732], [-1.175, -1.592, 1.976]],
  "lowdin_charge": [0.06, -0.02, -0.07, -0.26, -0.51, 0.73, 0.05, 0.07, -0.06],
  "spin_multiplicity": 1,
  "total_energy_ev": -13669.751,
  "largest_force_ha_per_bohr": 0.08800,
  "smiles": "[H]/N=N/CNI",
  "homo_energy_ev": -8.53,
  "de_lowest_kcal_mol": 8.8
}



{
  "formula": "C4H7N3",
  "method": "wB97M-V/def2-TZVPD",
  "elements": ["C", "C", "N", "C", "C", "N", "N", "H", "H", "H", "H", "H", "H", "H"],
  "coordinates": [[0.021, -0.654, -0.068], [0.832, 0.508, -0.144], [-0.054, -1.294, 1.224], [-1.120, 0.749, -0.031], [1.684, 1.328, -0.683], [-0.020, -1.384, -1.223], [-1.884, 0.862, 0.965], [-0.602, -2.145, 1.123], [0.876, -1.544, 1.545], [-0.947, -1.289, -1.651], [-1.593, 0.230, 1.722], [-1.309, 1.281, -0.963], [1.641, 2.395, -0.482], [2.474, 0.957, -1.333]],
  "forces_ev_per_angstrom": [[1.814, -0.425, 0.115], [-0.552, -1.660, -0.283], [-0.512, 0.507, 0.011], [-0.358, 0.570, 0.764], [-0.157, 0.756, 0.373], [-1.042, 1.369, -0.370], [0.317, -0.439, -0.692], [0.184, 0.113, -0.088], [-0.130, 0.121, -0.063], [0.089, -0.705, 0.097], [0.263, 0.221, 0.069], [0.201, -0.194, -0.031], [-0.151, -0.085, -0.304], [0.033, -0.149, 0.400]],
  "lowdin_charge": [-0.68, -0.02, 0.08, -0.14, 0.05, 0.06, 0.12, 0.09, 0.09, 0.02, 0.05, 0.11, 0.08, 0.09],
  "spin_multiplicity": 1,
  "total_energy_ev": -8725.700,
  "largest_force_ha_per_bohr": 0.03630,
  "homo_energy_ev": [-7.84, -7.83],
  "de_lowest_kcal_mol": 137.9
}